[1]
DFT (the ωB97M-V functional and the def2-TZVPD basis) results for one molecule with the formula C5H9NO.

Energy relative to the best compared isomer or geometry (same formula, charge and spin) = 253.8 kJ/mol
Electronic energy = -8866.5821 eV
HOMO = -9.54 eV
SMILES = O[C@H]1C[C@]2(CN2)C1
Orbital gap = 10.53 eV
F_max = 0.3 eV Å⁻¹

The geometry in XYZ format:
```
16
Properties=species:S:1:pos:R:3:forces:R:3:mulliken_charge:R:1
O 2.58801 0.66236 -0.04190 0.1 -0.2 0.0 -0.575
C 1.21586 0.94922 -0.13624 -0.2 0.2 -0.1 0.141
C 0.38981 0.13837 -1.17006 0.0 0.0 -0.1 -0.849
C -0.54833 -0.28566 -0.04197 0.0 0.1 0.0 0.800
C -2.01341 -0.46050 -0.04402 -0.2 0.2 0.0 -0.496
N -1.11754 -1.61662 0.06364 0.1 -0.2 0.2 -0.746
C 0.30872 0.42341 1.00858 0.0 0.0 0.1 -0.827
H 2.68302 -0.29591 0.04345 0.1 0.2 0.0 0.340
H 1.15139 2.03089 -0.27823 0.0 -0.2 0.0 0.403
H 0.95049 -0.69730 -1.60525 -0.1 0.1 0.1 0.291
H -0.06208 0.71881 -1.97971 0.1 -0.1 0.1 0.247
H -2.57281 -0.40159 -0.97585 0.1 0.0 0.1 0.256
H -2.56910 -0.14412 0.83841 0.1 0.0 -0.1 0.246
H -1.07137 -1.94208 1.02664 0.0 0.0 -0.1 0.226
H -0.18596 1.18281 1.62335 0.1 -0.1 -0.1 0.264
H 0.85328 -0.26208 1.66916 -0.1 0.0 -0.1 0.280
```
Positions in Å, forces in eV/Å.

[2]
DFT (the ωB97M-V functional and the def2-TZVPD basis) results for one molecule with the formula C5H9F2NO2 in a non-equilibrium geometry.

Energy relative to the best compared isomer or geometry (same formula, charge and spin) = 396.8 kJ/mol
Electronic energy = -16346.8557 eV
HOMO = -10.05 eV
SMILES = CC(=O)OC(C)(C)N(F)F
Orbital gap = 10.85 eV
F_max = 2.3 eV Å⁻¹

The geometry in XYZ format:
```
19
Properties=species:S:1:pos:R:3:forces:R:3:mulliken_charge:R:1
C 0.97646 1.30547 -0.24658 2.0 0.4 0.6 0.825
C 2.00679 1.91712 0.69183 -1.1 0.2 1.2 -1.054
C -1.57281 -0.95481 1.06699 0.3 -1.7 0.6 -1.413
C -0.78346 -0.87029 -1.37465 1.1 1.6 -0.4 -1.234
C -0.90670 -0.19214 -0.05979 -1.3 1.5 1.0 1.039
N -1.88502 1.13214 -0.48841 1.6 -1.3 -0.7 0.032
O 0.91637 1.52421 -1.41415 -0.5 0.3 -0.7 -0.503
O 0.30114 0.38231 0.43307 -1.9 -0.8 0.6 -0.330
F -1.88028 2.00557 0.54697 0.1 0.4 1.1 -0.187
F -3.19610 0.69963 -0.49926 -0.2 -0.6 0.2 -0.204
H 2.10253 1.23726 1.62318 0.4 1.3 -1.7 0.263
H 2.87244 2.15725 0.08202 0.4 -0.4 0.4 0.354
H 1.62874 2.91700 1.03728 0.1 -0.9 -0.2 0.258
H -0.87583 -1.82536 1.44518 -1.3 1.8 -0.7 0.305
H -2.52102 -1.40594 0.72444 0.6 0.0 -0.2 0.378
H -1.92543 -0.35006 1.90702 0.7 0.2 0.0 0.399
H -0.68880 0.06011 -1.97499 -0.2 -1.1 -0.7 0.403
H -1.72232 -1.37401 -1.52952 0.1 -0.6 -0.6 0.374
H 0.18409 -1.40708 -1.50193 -1.1 -0.1 0.2 0.294
```
Positions in Å, forces in eV/Å.

[3]
DFT (the ωB97M-V functional and the def2-TZVPD basis) results for a 6-piece molecular cluster, C36H69N3O12PS overall in a non-equilibrium geometry.

Total charge = +1
Electronic energy = -87607.8271 eV
HOMO = -11.01 eV
Orbital gap = 8.76 eV
F_max = 1.1 eV Å⁻¹

The geometry in XYZ format:
```
122
Properties=species:S:1:pos:R:3:forces:R:3:mulliken_charge:R:1
C 2.17441 -0.80800 5.72853 0.0 0.1 0.0 -0.927
C 1.44240 -1.48423 4.85851 0.1 0.2 0.0 -0.673
C 1.28788 -1.02031 3.41464 -0.1 0.3 0.5 1.916
O 0.92034 0.34712 3.35777 -0.1 -0.3 -0.5 -0.357
C -0.46871 0.63846 3.58026 -0.1 0.4 0.3 -0.812
C -1.14004 1.13535 2.29197 0.1 -0.1 0.0 -0.609
N -2.26853 0.30996 1.86562 -0.1 0.6 -0.3 0.111
C -2.74323 0.73795 0.54026 -0.1 0.0 -0.1 -0.941
C -3.66352 -0.28520 -0.11453 -0.1 -0.3 0.1 1.403
C -3.08486 -1.69734 -0.15728 -0.1 0.2 -0.1 -1.234
O -4.94433 -0.31241 0.50786 0.0 0.1 0.0 -0.631
C 2.65602 -1.04772 2.68887 0.4 -0.4 -0.1 -1.730
N 2.61259 -1.67066 1.28897 -0.3 0.4 0.6 0.620
C 2.81094 -3.15395 1.46560 0.1 -0.1 0.0 0.003
C 2.63576 -4.11337 0.28975 0.1 -0.1 -0.2 -0.260
O 3.54790 -4.76534 -0.11198 0.0 -0.1 0.1 -0.555
O 1.36956 -4.24164 -0.16389 0.1 0.2 0.2 -0.109
C 1.03376 -5.54374 -0.66125 -0.1 -0.5 -0.1 0.611
C 0.54844 -5.51806 -2.06497 0.0 0.2 0.1 -1.016
O 1.11581 -6.46937 0.06870 0.1 0.1 0.0 -0.464
P 4.04941 -0.92821 0.42676 0.8 -0.3 -0.6 0.323
S 4.63919 -1.71786 -1.18700 -0.3 0.1 0.0 -0.256
C 1.28581 -1.20991 0.68904 -0.2 0.2 -0.3 -0.673
C 1.10394 -1.37430 -0.82339 -0.3 0.0 0.0 -0.315
C 1.21119 -0.04743 -1.59712 -0.1 0.0 0.2 -1.172
N 1.37887 -0.29810 -3.01312 0.2 0.5 0.3 0.581
C 0.24563 0.14441 -3.84986 -0.3 -0.2 -0.1 -0.405
C 0.23857 1.63047 -4.17407 0.4 0.0 -0.1 -0.844
C 2.65781 0.04375 -3.57077 -0.1 -0.2 -0.2 0.382
C 3.37013 1.30949 -3.14351 -0.1 -0.1 0.5 -1.100
O 3.13937 -0.66589 -4.41262 -0.1 0.0 -0.2 -0.629
C 0.14645 -1.84017 1.45682 -0.3 0.1 -0.1 -0.534
O 0.35178 -1.88367 2.85846 0.2 -0.3 0.0 -0.371
H 2.66520 0.12022 5.45488 0.0 0.0 0.0 0.255
H 2.30043 -1.13653 6.75091 -0.1 0.0 0.0 0.339
H 0.90633 -2.38202 5.14179 0.1 -0.1 -0.1 0.382
H -0.49266 1.43628 4.32333 0.1 -0.1 0.1 0.377
H -0.98878 -0.22095 4.00322 0.0 -0.1 -0.2 0.481
H -0.38868 1.10764 1.49720 0.0 0.0 0.0 0.075
H -1.40328 2.19479 2.41264 -0.1 0.0 0.0 0.803
H -3.05034 0.52559 2.48042 0.2 -0.4 0.3 0.147
H -3.31035 1.67735 0.60994 0.1 0.1 -0.1 0.437
H -1.89442 0.93436 -0.12462 0.1 -0.1 0.1 0.247
H -3.83707 0.02974 -1.14952 0.0 0.2 0.1 -0.591
H -2.19612 -1.72743 -0.79685 0.0 0.0 0.1 0.063
H -3.83255 -2.36341 -0.58540 0.0 -0.1 0.0 0.524
H -2.83355 -2.02738 0.84935 0.0 -0.1 0.0 0.317
H -4.87660 -0.04133 1.43266 0.0 -0.1 0.0 0.399
H 3.38581 -1.61672 3.25971 0.0 -0.1 0.0 0.387
H 3.03310 -0.02909 2.59556 -0.2 0.1 0.0 0.678
H 2.16224 -3.48064 2.27965 -0.2 0.1 -0.1 0.440
H 3.84328 -3.29915 1.78447 0.0 0.1 0.0 0.506
H 0.28958 -6.52841 -2.36292 0.0 0.0 0.0 0.342
H 1.32223 -5.10275 -2.71112 0.0 0.0 0.0 0.310
H -0.32768 -4.86928 -2.12501 0.0 0.0 -0.1 0.286
H 4.95192 -1.00337 1.49853 -0.2 0.1 0.2 0.219
H 3.61945 0.40744 0.41194 -0.2 0.0 0.2 0.056
H 1.27105 -0.13721 0.90876 0.2 -0.1 0.1 1.639
H 1.75625 -2.11502 -1.27547 0.1 0.1 0.1 0.678
H 0.08582 -1.74891 -0.96355 0.1 -0.1 -0.1 -0.383
H 0.28853 0.51772 -1.42222 0.1 0.1 0.0 0.094
H 2.01296 0.56563 -1.16942 0.1 -0.1 -0.2 0.217
H 0.23350 -0.44955 -4.76325 0.1 0.0 0.0 0.382
H -0.66880 -0.11803 -3.30994 0.1 -0.1 0.0 0.287
H 1.04785 1.86541 -4.86819 -0.1 0.0 0.0 0.071
H -0.69572 1.91860 -4.65186 0.0 0.0 0.1 0.461
H 0.40953 2.24556 -3.28593 -0.2 0.0 0.1 0.239
H 2.76837 1.93815 -2.48895 0.0 0.1 -0.1 0.295
H 4.28052 1.02631 -2.60885 0.1 0.1 -0.1 0.323
H 3.63820 1.87243 -4.03436 0.0 -0.1 -0.1 0.388
H -0.75272 -1.25735 1.23824 0.0 0.1 0.1 -1.057
H -0.05119 -2.85895 1.13216 0.1 -0.1 0.0 0.725
C -5.42166 2.58361 4.61463 0.1 -0.1 -0.3 -0.969
C -5.18088 1.10194 4.58320 -0.1 0.0 0.1 0.552
O -4.65797 0.55275 3.63121 0.0 0.0 -0.1 -0.589
C -5.61245 0.31722 5.79109 0.1 -0.1 -0.1 -1.237
H -5.07702 3.03507 3.68562 0.0 0.0 0.0 0.299
H -6.48701 2.78111 4.74058 0.0 0.0 0.1 0.375
H -4.90033 3.03388 5.45926 -0.1 0.0 0.1 0.342
H -6.68477 0.44089 5.94873 0.0 0.1 0.1 0.374
H -5.09768 0.69137 6.67742 -0.1 0.1 0.0 0.347
H -5.38498 -0.73674 5.65127 0.0 0.0 0.0 0.317
C 1.95770 2.17760 -8.42434 -0.1 0.0 0.1 -1.098
C 2.72331 2.98897 -7.41082 0.0 0.0 0.0 0.822
O 2.51835 2.87225 -6.22244 0.1 0.0 0.0 -0.519
C 3.75353 3.95062 -7.94479 0.0 0.0 0.1 -1.186
H 1.24828 1.52698 -7.91835 0.0 0.0 0.0 0.215
H 1.42085 2.84096 -9.10438 0.1 0.0 -0.1 0.368
H 2.64790 1.57319 -9.01498 0.0 0.0 -0.1 0.345
H 3.27864 4.67555 -8.60771 0.0 0.0 -0.1 0.340
H 4.50583 3.40837 -8.51972 0.0 0.0 -0.1 0.340
H 4.23356 4.47314 -7.12101 0.0 0.0 0.0 0.304
C -7.13129 6.38026 7.88364 0.1 -0.1 0.1 -1.143
C -6.29019 5.73191 6.81399 0.0 0.0 0.0 0.858
O -5.62112 4.74864 7.04068 0.0 0.0 0.0 -0.523
C -6.32353 6.37033 5.44635 0.1 -0.1 0.0 -1.056
H -7.02453 5.83385 8.81729 0.0 0.0 0.0 0.306
H -6.81643 7.41472 8.02973 -0.1 0.0 0.0 0.338
H -8.18024 6.38571 7.58282 0.0 0.1 0.0 0.327
H -5.98207 7.40457 5.50934 -0.1 0.0 0.0 0.377
H -7.34442 6.37500 5.06083 0.0 0.1 0.0 0.326
H -5.68024 5.81950 4.76382 0.0 0.0 0.0 0.205
C -4.28796 1.58281 -4.13476 0.1 0.1 -0.1 -1.209
C -3.53176 0.40277 -4.69475 0.0 0.0 0.0 0.967
O -2.62076 0.54396 -5.47749 0.0 0.0 0.1 -0.547
C -3.96742 -0.96551 -4.22672 0.1 0.0 -0.1 -0.887
H -3.88349 2.50601 -4.54281 0.0 0.0 0.0 0.358
H -5.34559 1.50541 -4.39124 0.0 0.0 0.1 0.400
H -4.20570 1.59795 -3.04582 -0.1 0.0 0.0 0.225
H -5.01345 -1.13481 -4.48626 0.0 0.0 0.1 0.443
H -3.87479 -1.03776 -3.14065 -0.1 0.0 0.0 -0.036
H -3.35027 -1.72778 -4.69681 0.0 0.0 0.0 0.328
C 10.07429 -4.11227 -0.45714 0.0 0.1 0.1 -1.151
C 8.66906 -3.56706 -0.42289 0.0 0.0 0.0 0.819
O 8.33350 -2.71466 0.36920 0.0 0.0 0.0 -0.562
C 7.68576 -4.13582 -1.41774 0.0 0.2 0.2 -0.610
H 10.67702 -3.62553 0.30556 0.0 0.0 0.0 0.310
H 10.06123 -5.18873 -0.27887 0.0 0.0 -0.1 0.319
H 10.51869 -3.93737 -1.43824 0.0 -0.1 0.0 0.319
H 7.57017 -5.20933 -1.26090 0.0 0.0 -0.1 0.328
H 8.03492 -3.97178 -2.43827 0.0 -0.1 0.0 0.348
H 6.73502 -3.63349 -1.26739 -0.1 -0.1 -0.1 -0.085
```
Positions in Å, forces in eV/Å.

Please write out number 1 again, unchanged.
DFT (the ωB97M-V functional and the def2-TZVPD basis) results for one molecule with the formula C5H9NO.

Energy relative to the best compared isomer or geometry (same formula, charge and spin) = 253.8 kJ/mol
Electronic energy = -8866.5821 eV
HOMO = -9.54 eV
SMILES = O[C@H]1C[C@]2(CN2)C1
Orbital gap = 10.53 eV
F_max = 0.3 eV Å⁻¹

The geometry in XYZ format:
```
16
Properties=species:S:1:pos:R:3:forces:R:3:mulliken_charge:R:1
O 2.58801 0.66236 -0.04190 0.1 -0.2 0.0 -0.575
C 1.21586 0.94922 -0.13624 -0.2 0.2 -0.1 0.141
C 0.38981 0.13837 -1.17006 0.0 0.0 -0.1 -0.849
C -0.54833 -0.28566 -0.04197 0.0 0.1 0.0 0.800
C -2.01341 -0.46050 -0.04402 -0.2 0.2 0.0 -0.496
N -1.11754 -1.61662 0.06364 0.1 -0.2 0.2 -0.746
C 0.30872 0.42341 1.00858 0.0 0.0 0.1 -0.827
H 2.68302 -0.29591 0.04345 0.1 0.2 0.0 0.340
H 1.15139 2.03089 -0.27823 0.0 -0.2 0.0 0.403
H 0.95049 -0.69730 -1.60525 -0.1 0.1 0.1 0.291
H -0.06208 0.71881 -1.97971 0.1 -0.1 0.1 0.247
H -2.57281 -0.40159 -0.97585 0.1 0.0 0.1 0.256
H -2.56910 -0.14412 0.83841 0.1 0.0 -0.1 0.246
H -1.07137 -1.94208 1.02664 0.0 0.0 -0.1 0.226
H -0.18596 1.18281 1.62335 0.1 -0.1 -0.1 0.264
H 0.85328 -0.26208 1.66916 -0.1 0.0 -0.1 0.280
```
Positions in Å, forces in eV/Å.